Record 1
Entry from the OMol25 dataset: a single C17H12ClN5O2S molecule (ωB97M-V/def2-TZVPD).

Summary:
- E_LUMO: -0.7 eV
- Highest occupied orbital energy: -8.548 eV
- ΔE to the lowest compared entry with this formula, charge and spin: 28.58 kcal/mol
- Kohn-Sham gap: 7.90 eV

```
! RIJCOSX wB97M-V def2-TZVPD def2/J DEFGRID3
* xyz 0 1
Cl 7.1857 -2.7254 0.6150
S 0.5301 -0.4408 -0.8279
O -3.8739 -0.5986 4.7257
O -6.1556 -1.1238 4.8704
N 2.3779 0.8887 -2.1764
N -5.0993 -0.5842 2.8435
N -3.1086 0.0252 3.6857
N -1.0229 1.7022 -1.3475
N 1.2413 1.6330 -2.3396
C 3.2119 -2.1371 -0.1546
C 4.3689 -2.7769 0.2707
C 3.2835 -0.8087 -0.7182
C -2.4596 0.9575 0.6181
C -2.1804 1.0921 -0.7520
C -4.5055 -0.2263 0.0133
C 1.5184 3.0387 -2.3174
C 4.5200 -0.2184 -0.6658
C -3.0440 0.5862 -1.7233
C -4.2005 -0.0518 -1.3332
C -5.0548 -0.7715 4.2518
C 5.6385 -0.9020 -0.3282
C -3.6399 0.2948 1.1031
C 2.1687 -0.1490 -1.3213
C -3.9356 -0.0590 2.5526
C 5.6696 -2.1902 0.1198
C 0.1463 1.0918 -1.6312
H -2.6582 0.5670 -2.7487
H 2.3024 -2.6746 -0.0424
H -2.0783 0.0521 3.5667
H 0.8319 3.6953 -2.8376
H 2.3643 3.1828 -3.0026
H 1.8466 3.2478 -1.3465
H 4.7601 0.6916 -1.2170
H 4.3746 -3.8460 0.5861
H -1.6865 1.2288 1.2661
H -4.8698 -0.4344 -2.0956
H -5.4214 -0.7759 0.3272
H 6.6540 -0.4811 -0.4886
*
```


Record 2
Entry from the OMol25 dataset: a single C20H21FN4O3 molecule (ωB97M-V/def2-TZVPD).

Summary:
- E_LUMO: 0.2 eV
- Highest occupied orbital energy: -7.054 eV
- ΔE to the lowest compared entry with this formula, charge and spin: 333.54 kcal/mol
- Kohn-Sham gap: 7.23 eV

```
! RIJCOSX wB97M-V def2-TZVPD def2/J DEFGRID3
* xyz 0 1
F 8.1955 -0.3371 0.6222
O -6.1626 -1.7790 0.6069
O -5.9569 0.9309 1.0509
O -1.8619 1.6029 -2.0036
N -0.5684 0.1633 -1.0700
N 2.8592 0.1236 -0.0820
N 3.7918 -1.7736 -0.8585
N 2.7388 -1.1420 -0.5079
C -0.0906 -0.5814 -0.1433
C 1.7063 0.8851 0.6704
C -5.1019 0.2740 0.2891
C -3.2027 -1.3878 -0.9231
C 0.5114 0.0559 0.9379
C -5.2069 -1.1648 0.1779
C 4.9341 0.9423 1.0611
C 6.8059 -0.2089 0.6382
C -5.8981 2.5712 1.1637
C 1.3686 1.7062 -0.4511
C -1.8246 0.7332 -1.2461
C -3.9103 0.8353 -0.2489
C 4.8180 -0.8784 -0.2282
C -7.4158 -1.2661 1.2788
C 6.3224 1.1134 1.0801
C 0.6145 0.8792 -1.7330
C 4.2703 0.1653 0.4019
C -4.2768 -2.0503 -0.6353
C -3.0177 -0.0700 -0.6192
C 6.2244 -1.1995 -0.0523
H -7.7854 -0.6909 0.5486
H 2.0992 1.3496 1.3173
H 1.3673 -0.0347 -1.9646
H 6.9623 1.8768 1.6367
H -6.7094 2.5497 1.5429
H 0.5717 2.5604 -0.1420
H -2.2825 -1.9638 -1.5370
H 0.1772 1.5864 -2.4830
H 2.1597 2.0931 -1.1364
H 4.4821 1.9975 1.3362
H -8.1358 -1.9954 1.2603
H -5.0597 2.7408 1.6286
H 0.7619 -0.5569 1.9448
H -4.4185 -3.0328 -0.5794
H -3.7158 1.8557 -0.1516
H -1.1302 -1.0791 0.4565
H -0.1243 0.8938 1.5515
H -7.0905 -0.7844 2.1396
H 0.3397 -1.4200 -0.5503
H -5.7561 2.9205 0.1917
H 6.6567 -2.1398 -0.5863
*
```


Record 3
Entry from the OMol25 dataset: a single C4H5NO3 molecule (ωB97M-V/def2-TZVPD).

Summary:
- E_LUMO: -0.1 eV
- Highest occupied orbital energy: -9.870 eV
- ΔE to the lowest compared entry with this formula, charge and spin: 129.27 kcal/mol
- Kohn-Sham gap: 9.79 eV

```
! RIJCOSX wB97M-V def2-TZVPD def2/J DEFGRID3
* xyz 0 1
O 3.0869 -0.9404 -0.1949
O 0.8040 -0.9342 -0.7638
O -1.5371 -0.2391 -0.8094
N -0.1451 -0.0253 -1.1486
C -1.8067 -0.6887 0.5169
C 1.9500 -0.3455 -0.1170
C 1.4523 1.0600 0.2019
C 0.2643 1.1107 -0.4988
H 2.0705 1.7883 0.6644
H -0.4253 1.9026 -0.7074
H -1.6164 -0.0081 1.5060
H -2.8216 -1.0824 0.4480
H -1.2757 -1.5979 0.9028
*
```


Record 4
Entry from the OMol25 dataset: a molecular structure, C12H28AgN5O7 (ωB97M-V/def2-TZVPD).

Summary:
- Expectation value of S²: 0.76
- E_LUMO (alpha / beta): -2.1 / -6.5 eV
- Highest occupied orbital energy (alpha / beta): -12.068 / -11.961 eV
- ΔE to the lowest compared entry with this formula, charge and spin: 0.00 kcal/mol
- Kohn-Sham gap (alpha / beta): 10.00 / 5.47 eV

```
! RIJCOSX wB97M-V def2-TZVPD def2/J DEFGRID3
* xyz 1 2
Ag -0.8677 -0.4918 0.0885
O -3.4202 0.7528 -0.0001
O 0.3242 -2.1568 1.3158
O -0.6653 1.2002 1.9863
O 0.8692 -0.3210 -1.6279
O -4.9763 0.0179 1.2373
O -3.0451 -0.9442 1.1187
O -1.9994 -1.4432 -1.8606
N -2.4435 -0.0561 -3.4360
N -3.8467 -0.0716 0.7721
N 0.4234 -2.4894 3.5109
N 3.0050 0.6173 -1.6520
N -0.1609 2.8552 3.2636
C -0.7113 -1.7421 4.0127
C 2.1195 -0.4095 -1.6608
C 2.7169 2.0453 -1.5661
C -0.2785 2.3768 2.0697
C 2.2510 -3.1633 2.2628
C -0.1733 3.1225 0.7772
C -1.5588 -2.3181 -4.0009
C -2.0243 -1.2325 -3.0713
C 0.3395 4.1541 3.5471
C 2.7715 -1.7751 -1.7200
C -2.4594 0.4915 -4.7688
C 0.8910 -2.6012 2.2825
H 2.5826 -3.2039 1.2253
H -0.1549 2.0767 3.9071
H 3.4009 2.6250 -2.1859
H 1.7295 2.4128 -1.8456
H 3.0270 -2.6133 2.7952
H -0.9289 3.8919 0.6181
H -1.2218 -1.9952 -4.9858
H -0.7360 -1.9026 5.0905
H 1.0256 -2.8476 4.2383
H 3.9256 0.2036 -1.6900
H 1.3938 4.0616 3.8075
H -2.3573 1.5763 -4.7965
H 3.6579 -1.7914 -2.3540
H 0.8423 3.4766 0.6002
H -1.6307 0.1646 -5.3969
H 2.1183 -2.5677 -2.0851
H -0.3621 2.4100 -0.0257
H -2.6235 0.6337 -2.7205
H 3.0502 -2.1160 -0.7229
H -0.6632 -0.6813 3.7671
H 0.1789 4.8398 2.7152
H 2.8897 2.2434 -0.5082
H -1.7031 -2.0247 3.6596
H -3.3936 0.2862 -5.2914
H -0.1412 4.6139 4.4106
H 2.2586 -4.1994 2.6013
H -0.8095 -3.0277 -3.6499
H -2.4356 -2.9632 -4.0583
*
```


Record 5
Entry from the OMol25 dataset: a gas-phase ion, C3H7N2O2 (charge +1) (ωB97M-V/def2-TZVPD).

Summary:
- E_LUMO: -3.7 eV
- Highest occupied orbital energy: -14.418 eV
- ΔE to the lowest compared entry with this formula, charge and spin: 44.95 kcal/mol
- Kohn-Sham gap: 10.74 eV

```
! RIJCOSX wB97M-V def2-TZVPD def2/J DEFGRID3
* xyz 1 1
O -0.3349 0.6533 0.1163
O -1.2609 -1.5336 0.3479
N 3.0383 -0.4064 0.0016
N 0.8136 -0.0711 0.3806
C 2.0072 0.3569 -0.0074
C -2.7975 0.3039 -0.1963
C -1.5885 -0.3896 0.1612
H -2.6866 0.9552 -1.1306
H -2.8991 1.0049 0.6859
H 0.4155 -0.9650 0.5254
H 3.8359 -0.1126 -0.4643
H -3.5984 -0.4667 -0.1356
H 2.1858 1.3951 -0.2905
H 3.0931 -1.3345 0.2680
*
```


Record 6
Entry from the OMol25 dataset: a molecular structure, C9H4Cl2N2OsS2 (ωB97M-V/def2-TZVPD).

Summary:
- Expectation value of S²: 6.04
- E_LUMO (alpha / beta): -8.1 / -11.9 eV
- Highest occupied orbital energy (alpha / beta): -16.486 / -17.086 eV
- Kohn-Sham gap (alpha / beta): 8.42 / 5.15 eV

```
! RIJCOSX wB97M-V def2-TZVPD def2/J DEFGRID3
* xyz 2 5
Os 2.0270 -1.4793 -0.9324
Cl 4.1956 -1.2443 -1.8019
Cl 2.7855 -3.6613 -1.3911
S -0.0768 -1.8885 -0.1846
S 1.6389 0.7303 -0.5311
N -2.7787 4.3538 1.8144
N -5.1181 1.1777 1.5938
C -2.0836 -0.2559 0.6727
C -0.7663 -0.3379 0.2315
C -2.3602 3.3763 1.3992
C -1.8286 2.1401 0.9531
C 0.0164 0.8334 0.1106
C -0.5116 2.0611 0.5000
C -2.6347 0.9820 0.9997
C -4.0074 1.0838 1.3477
C 4.3589 -3.0084 -1.8864
H 5.1388 -3.3372 -1.1922
H 4.5831 -3.3234 -2.9097
H 0.1018 2.9506 0.4478
H -2.6796 -1.1538 0.7590
*
```


no.,energy (eV),largest force on an atom (eV Å⁻¹)
1,-52721.927,9.40
2,-35885.605,16.51
3,-11856.395,6.68
4,-38670.206,3.66
5,-10290.862,4.49
6,-61538.949,3.13